Record 1
103
Properties=species:S:1:pos:R:3 method="wB97M-V/def2-TZVPD" homo_energy_ev=-9.61 e_tot_ha=-4285.2125 smiles="C#C[C@H](CCCCC(F)(F)C(F)(F)S(F)(F)(F)(F)F)OC=O.C[N+](=O)[O-].C[N+](=O)[O-].C[N+](=O)[O-].C[N+](=O)[O-].C[N+](=O)[O-].C[N+](=O)[O-].C[N+](=O)[O-].C[N+](=O)[O-].C[N+](=O)[O-].C[N+](=O)[O-]" gap_ev=7.7
C -1.2734 -2.8724 1.7009
C -0.3501 -3.0177 0.7577
C 1.0513 -2.9817 -0.0507
C 2.3171 -3.5192 0.7886
C 3.0152 -2.3874 1.7311
C 2.1726 -2.0278 3.0600
C 2.5001 -0.5869 3.7106
C 1.9762 0.6756 2.7944
F 1.1486 1.4651 3.7116
F 1.1363 0.0982 1.7803
C 3.2703 1.4628 2.2546
F 4.3651 0.5949 1.8488
F 3.7819 2.2340 3.3720
S 2.9861 2.6581 0.8423
F 1.3721 2.9240 1.2143
F 3.3665 3.9733 1.8752
F 4.6604 2.5818 0.4877
F 2.6623 1.4518 -0.2797
F 2.8237 3.7824 -0.4078
O 1.2257 -1.6640 -0.6536
C 1.6528 -1.7424 -2.0169
O 2.5444 -2.5315 -2.4807
H -1.9914 -2.6731 2.5911
H 0.9094 -3.7279 -0.9392
H 3.1299 -3.8112 0.0010
H 2.0156 -4.4646 1.3888
H 3.0737 -1.4328 1.0923
H 4.1150 -2.6887 1.9622
H 1.0279 -2.1325 2.9515
H 2.4788 -2.8212 3.8634
H 3.6241 -0.4680 4.0060
H 1.9320 -0.5576 4.7313
H 1.1795 -0.9984 -2.7732
C -3.8925 0.7828 1.2938
N -3.9865 -0.3090 2.2982
O -4.3029 0.0016 3.4398
O -3.7379 -1.4434 1.9073
H -4.1366 1.7268 1.7765
H -2.8696 0.7956 0.9171
H -4.6049 0.5611 0.4987
C -1.5525 4.1469 0.9519
N -2.8969 4.3760 0.3582
O -3.7620 3.5374 0.5874
O -3.0391 5.3852 -0.3151
H -1.5734 3.2178 1.5210
H -0.8374 4.0810 0.1321
H -1.3316 4.9929 1.6028
C -7.0656 -2.4927 1.2293
N -7.2421 -1.7013 -0.0173
O -8.3292 -1.7653 -0.5752
O -6.2808 -1.0411 -0.3946
H -7.9924 -3.0253 1.4430
H -6.2478 -3.1936 1.0606
H -6.8286 -1.7935 2.0318
C 5.9841 -1.7439 -1.7363
N 5.9250 -2.8234 -0.7152
O 5.6222 -2.5006 0.4271
O 6.1834 -3.9581 -1.0940
H 5.7330 -0.7960 -1.2609
H 6.9993 -1.7203 -2.1313
H 5.2625 -1.9875 -2.5137
C 5.1258 -2.5597 -6.4058
N 5.7749 -2.4126 -5.0767
O 5.7561 -1.3026 -4.5604
O 6.2819 -3.4166 -4.5939
H 4.7214 -1.5944 -6.7083
H 5.8884 -2.8961 -7.1085
H 4.3285 -3.2970 -6.3025
C 4.1317 -5.8635 -4.2321
N 2.7734 -5.6708 -4.8048
O 1.9291 -6.5166 -4.5459
O 2.6013 -4.6741 -5.4969
H 4.1394 -6.7812 -3.6451
H 4.8325 -5.9321 -5.0641
H 4.3483 -5.0007 -3.6016
C 4.1797 6.8456 3.0011
N 3.7151 7.2923 4.3410
O 3.2938 6.4334 5.1045
O 3.7894 8.4901 4.5802
H 4.0569 5.7664 2.9281
H 3.5695 7.3546 2.2549
H 5.2304 7.1211 2.9087
C 1.6894 6.4172 -2.8068
N 1.0756 6.7364 -1.4910
O 1.2937 7.8457 -1.0238
O 0.3954 5.8612 -0.9723
H 2.2616 7.2799 -3.1464
H 2.3401 5.5540 -2.6653
H 0.8798 6.1934 -3.5017
C -6.7522 2.0469 -1.7495
N -5.3506 2.1848 -2.2301
O -4.5699 1.2786 -1.9595
O -5.0809 3.1968 -2.8623
H -6.8473 1.1063 -1.2068
H -6.9602 2.8929 -1.0940
H -7.4023 2.0545 -2.6244
C -11.5835 -4.0720 2.8343
N -10.1528 -3.9409 2.4524
O -9.3512 -3.7049 3.3475
O -9.8826 -4.0793 1.2663
H -11.6750 -3.9264 3.9101
H -12.1398 -3.3069 2.2927
H -11.9088 -5.0733 2.5515


Record 2
60
Properties=species:S:1:pos:R:3 method="wB97M-V/def2-TZVPD" homo_energy_ev=-14.22 e_tot_ha=-4297.3546 e_above_lowest_ev=0.387 gap_ev=6.8 charge=+2
Os -0.4861 0.3812 -0.2768
N -2.2705 -0.5551 -0.9649
C -3.2418 0.3354 -1.7010
C -2.5616 1.1707 -2.7693
C -1.7834 2.3462 -2.1915
O -2.0867 3.4801 -2.4300
O -0.7259 2.0328 -1.4484
H -2.1291 -1.4081 -1.4944
H -2.7413 -0.8828 -0.1207
H -3.7041 0.9759 -0.9534
H -4.0162 -0.3086 -2.1171
H -3.3225 1.5705 -3.4359
H -1.8902 0.5510 -3.3728
N 1.4459 1.2825 -0.4279
C 2.3988 0.6098 -1.2729
C 3.7281 0.9096 -1.3316
C 4.5476 0.2398 -2.2650
C 4.0115 -0.6864 -3.1141
C 2.6351 -1.0134 -3.0492
C 2.0292 -1.9728 -3.8858
C 0.6997 -2.2367 -3.7234
C -0.0169 -1.5726 -2.7211
N 0.4961 -0.6637 -1.9065
C 1.8292 -0.3618 -2.0962
H 1.1430 2.1610 -0.8777
H 1.8217 1.5134 0.4893
H 4.1516 1.6717 -0.6887
H 5.6000 0.4819 -2.3133
H 4.6314 -1.1863 -3.8469
H 2.6158 -2.4841 -4.6384
H 0.1809 -2.9565 -4.3394
H -1.0560 -1.8324 -2.6193
N 3.6468 -3.3622 0.8953
C 2.6743 -3.7917 1.7367
O 2.7656 -4.7958 2.3994
C 1.3909 -2.9864 1.8038
C 0.4685 -3.3556 2.7771
C -0.7153 -2.6484 2.8840
C -0.9518 -1.6050 2.0114
N -0.0808 -1.2529 1.0511
C 1.0734 -1.9375 0.9648
H 4.5082 -3.8859 0.8946
H 3.6434 -2.4634 0.4523
H 0.7090 -4.1863 3.4281
H -1.4531 -2.8945 3.6342
H -1.8612 -1.0229 2.0787
H 1.7445 -1.6210 0.1782
Br -5.4417 3.9740 4.2188
C -3.6272 3.6920 3.8488
C -2.6497 4.3801 4.5752
N -1.3457 4.2352 4.3679
C -0.9520 3.3972 3.4242
C -1.8557 2.6659 2.6530
C -3.2293 2.8153 2.8656
C -1.3700 1.7755 1.6337
O -0.1340 1.5986 1.3428
O -2.1045 1.0393 0.8835
H -2.9464 5.0748 5.3522
H 0.1162 3.2986 3.2706
H -3.9556 2.2705 2.2780


Record 3
20
Properties=species:S:1:pos:R:3 method="wB97M-V/def2-TZVPD" homo_energy_ev="-4.65 / -4.58" e_tot_ha=-1045.2256 e_above_lowest_ev=4.392 gap_ev="7.1 / 7.8" charge=-1
C 0.7765 -2.3303 0.1004
C -2.0930 1.0706 -0.3430
C -0.0542 1.0634 1.3470
C 0.9976 -1.5493 -1.1265
C 0.2150 -1.4796 1.1292
C 0.7734 -0.0587 -0.8094
C 0.1769 -0.0392 0.5311
O -0.2795 0.9929 2.5502
O 1.0284 -3.4897 0.2220
O 0.0574 2.2751 0.6704
O -1.7508 3.7255 -0.3626
O -0.1829 2.4452 -1.7407
S -1.0375 2.4609 -0.5733
H -2.7473 1.3362 0.5248
H 1.8884 -1.9472 -1.6256
H 0.1604 -1.8181 -1.7993
H -0.8457 -1.9134 1.4255
H 0.8648 -1.5326 2.0464
H 1.7699 0.3429 -0.5266
H 0.2822 0.4455 -1.6400


Record 4
15
Properties=species:S:1:pos:R:3 method="wB97M-V/def2-TZVPD" homo_energy_ev=-8.98 e_tot_ha=-553.2411 e_above_lowest_ev=3.450 smiles="O=[N+]([O-])[C@@]1(F)C=CC=CN1" gap_ev=9.3
O -2.5826 0.7537 0.8527
N -1.8216 -0.1025 0.4768
O -1.8276 -1.2250 0.9337
C -0.7789 0.2431 -0.6710
F -1.4637 0.5957 -1.8508
C 0.0055 1.3576 -0.0801
C 1.1173 1.0367 0.5075
C 1.6230 -0.2612 0.5747
C 1.0812 -1.2237 -0.0957
N -0.0064 -0.8867 -0.9070
H -0.5396 2.2638 -0.3008
H 1.6813 1.8811 0.8553
H 2.3458 -0.5703 1.3967
H 1.3575 -2.2120 -0.1404
H -0.1912 -1.6501 -1.5516


Record 5
9
Properties=species:S:1:pos:R:3 method="wB97M-V/def2-TZVPD" homo_energy_ev="-15.25 / -17.42" e_tot_ha=-1538.6151 e_above_lowest_ev=4.813 spin_multiplicity=2 gap_ev="4.0 / 7.3" charge=+2
H -2.6588 -0.8707 -0.7597
O -2.9898 1.2848 -0.2936
C -2.3397 0.3529 -0.6218
C -1.3321 -0.3837 0.0960
C -0.0956 -0.4041 0.2621
C 1.2465 -0.1167 0.5653
O 2.1035 0.1087 -0.2998
Lu 4.5476 0.2395 -0.5806
H 1.5185 -0.2107 1.6322


Record 6
87
Properties=species:S:1:pos:R:3 method="wB97M-V/def2-TZVPD" homo_energy_ev="-7.31 / -7.30" e_tot_ha=-3971.0448 e_above_lowest_ev=0.146 spin_multiplicity=4 gap_ev="7.5 / 7.4"
Co -1.6186 0.6298 -0.7006
Cl -3.0448 -5.5456 2.7624
C -3.0323 -4.0623 1.8442
C -4.1439 -3.1996 1.9060
C -4.1658 -2.0333 1.1937
C -3.0801 -1.6518 0.3581
O -3.1461 -0.5571 -0.3188
C -1.9544 -2.5298 0.3366
C -0.7733 -2.1910 -0.3857
O -0.6231 -1.1940 -1.0956
C -1.9578 -3.7301 1.0820
H -4.9847 -3.4719 2.5323
H -5.0123 -1.3594 1.2522
H 0.0781 -2.8868 -0.2960
H -1.0976 -4.3902 1.0281
C 1.5295 0.5706 -4.5953
C 0.9745 0.3253 -3.1925
C 2.0994 0.0622 -2.1875
P -0.2158 1.5639 -2.5037
C 0.6972 3.1194 -2.0833
C 1.6629 3.6290 -3.1493
C 1.3757 3.0468 -0.7055
C -1.2122 2.0403 -3.9866
C -2.1473 3.2230 -3.7220
C -2.0171 0.8115 -4.4306
H 2.0490 -0.3322 -4.9267
H 2.2504 1.3874 -4.6158
H 0.7516 0.7832 -5.3292
H 0.3599 -0.5747 -3.2238
H 2.8347 0.8711 -2.1987
H 2.6243 -0.8615 -2.4427
H 1.7157 -0.0470 -1.1720
H -0.1201 3.8416 -1.9970
H 2.5636 3.0146 -3.1847
H 1.9716 4.6489 -2.9042
H 1.2181 3.6479 -4.1465
H 2.3238 2.5071 -0.7588
H 0.7557 2.5381 0.0367
H 1.5940 4.0554 -0.3423
H -0.5191 2.3229 -4.7803
H -2.8587 2.9950 -2.9272
H -2.7161 3.4435 -4.6289
H -1.6077 4.1310 -3.4477
H -2.6559 0.4520 -3.6164
H -1.3745 -0.0174 -4.7364
H -2.6630 1.0656 -5.2741
N -2.5647 3.3837 0.2586
C -3.6385 4.1207 0.5830
C -4.7372 3.4821 0.0532
C -4.2179 2.3271 -0.5529
N -2.9001 2.2800 -0.4213
H -1.6391 3.4512 0.6486
H -3.5460 5.0286 1.1600
H -5.7669 3.7972 0.1056
H -4.7351 1.5278 -1.0624
C 3.1486 -5.2143 2.1442
C 3.3355 -3.7925 1.6721
C 4.4451 -3.4643 0.8994
C 4.6224 -2.1749 0.4171
C 3.6972 -1.1959 0.7339
C 2.5881 -1.4997 1.5198
N 1.6597 -0.4650 1.7916
C 1.2735 -0.0561 3.0537
C 2.0731 -0.3735 4.1639
C 1.7186 0.0300 5.4361
C 0.5553 0.7634 5.6515
C -0.2344 1.0880 4.5640
C 0.0971 0.7020 3.2640
C -0.8583 1.1086 2.1687
O -1.8881 1.7183 2.4347
O -0.5033 0.7691 0.9561
C 2.3837 -2.8097 1.9801
C 1.1487 -3.1684 2.7692
H 3.9946 -5.8328 1.8437
H 2.2437 -5.6560 1.7190
H 3.0530 -5.2713 3.2317
H 5.1791 -4.2310 0.6761
H 5.4909 -1.9315 -0.1827
H 3.8254 -0.1748 0.3926
H 1.0551 -0.1358 1.0519
H 2.9876 -0.9352 4.0030
H 2.3615 -0.2234 6.2722
H 0.2732 1.0707 6.6511
H -1.1485 1.6544 4.6842
H 0.3425 -2.4583 2.5857
H 1.3458 -3.1622 3.8460
H 0.7918 -4.1674 2.5073